# 1
Computed, not measured: a 7-piece molecular cluster, C20H44N4O10S overall, with ωB97M-V/def2-TZVPD.

Structure (XYZ):
```
79
Properties=species:S:1:pos:R:3:forces:R:3:mulliken_charge:R:1
H -1.751593 1.173938 -6.621669 -0.039 0.320 0.176 0.28
C -2.177943 -3.418529 7.200610 -1.918 0.259 0.113 -0.27
H 6.392331 5.487188 1.464789 -0.445 -0.067 0.202 0.29
C 0.358511 -1.428048 1.204565 -2.348 0.716 2.448 0.68
H -7.984524 4.175686 -0.985174 -0.064 -0.055 0.166 0.26
C -2.357942 3.721971 3.420939 -0.786 4.758 1.660 0.71
H -1.697401 4.312199 1.697865 0.226 -0.428 -0.011 0.20
O -5.225049 -2.849292 5.227750 2.365 -2.194 1.040 -0.49
C 6.511304 3.248068 -0.487763 0.415 0.240 -0.962 -0.48
H 2.516532 -7.163999 -0.637164 -0.142 -0.187 0.665 0.25
H 4.571023 -5.120298 -3.002088 -0.371 -0.001 -0.408 0.30
C -0.663358 1.197164 -6.679219 2.311 0.312 -0.080 -0.40
H -8.064099 3.741109 -2.681436 -0.286 -0.511 -0.123 0.26
H 3.699300 -3.816917 -2.220335 -0.398 -0.110 0.043 0.23
N 0.845834 -2.078436 2.259505 1.122 -1.538 2.020 -0.36
H -1.721014 2.564495 1.878802 -0.062 0.360 -0.088 0.17
H 1.506711 3.380740 -6.123167 0.008 0.227 -0.390 0.26
H -5.650500 3.917994 -2.642759 -0.162 0.289 0.103 0.32
H 5.775240 3.953326 -0.873656 -0.239 -0.039 -0.004 0.25
H -0.532530 2.641311 -4.157145 -0.441 -0.468 -0.147 0.22
H 0.962021 0.257672 -5.478974 0.131 0.379 -0.100 0.28
C 3.875562 -4.892255 -2.194355 1.087 -0.549 -0.122 -0.42
O -2.816183 -2.741823 6.067516 -0.574 -0.911 -0.458 -0.31
O -0.106820 2.475338 -7.015077 -0.921 0.028 -1.783 -0.41
O 3.502455 -5.455781 0.017032 -0.438 -0.218 0.111 -0.45
O -2.502163 4.852456 3.873138 -0.046 0.940 0.069 -0.71
H 1.743514 -5.293895 -2.491802 0.178 0.011 -0.658 0.24
H -3.238272 2.726997 4.922013 0.408 -0.044 -0.309 0.19
O -3.408113 -4.237765 4.081222 -2.132 1.593 4.359 -0.53
H 7.559342 4.496665 2.374968 -0.404 -0.203 0.491 0.26
H 1.076968 2.126673 -4.034541 0.545 0.751 -0.264 0.33
C -6.088101 3.384380 -1.799040 -0.508 0.502 -0.413 -0.51
H -0.131358 4.063249 -5.769293 0.342 0.404 -0.169 0.26
H -4.823968 1.745412 -1.512509 0.219 -0.494 -0.606 0.28
C 0.451228 3.162180 -5.961035 0.229 0.197 1.274 -0.35
C -7.646932 3.444059 -1.719240 2.023 -0.072 0.446 -0.39
H -1.890415 -5.494242 6.641875 -0.651 -0.125 -1.089 0.26
C 2.399022 -6.083743 -0.722747 1.463 -1.207 1.976 -0.43
O -7.963024 2.126997 -1.314750 -2.974 0.721 -0.323 -0.42
C 0.282842 2.256678 -4.769775 0.228 -0.872 1.794 -0.51
C 6.799643 4.484369 1.593424 1.831 -0.377 -3.245 -0.34
H -7.305621 0.295813 -1.244937 0.760 -0.244 -0.337 0.24
H 1.758128 -2.276478 -0.004419 -0.123 0.240 0.176 0.13
H 8.293235 3.319858 0.668426 0.356 -0.111 -0.401 0.26
O -3.988044 -4.820229 6.560250 0.050 1.151 -1.618 -0.32
O -0.655199 -0.758546 1.249388 -0.850 0.806 0.121 -0.69
C -2.657145 -4.874854 7.107264 0.624 0.123 0.950 -0.28
C 2.642518 -5.790262 -2.126389 -0.694 1.049 -2.476 -0.48
H 0.376664 -2.136888 3.151998 -0.179 0.209 -0.537 0.20
N 1.077065 -1.545549 0.143869 2.686 -0.265 -4.595 -0.29
H 1.397465 -5.843500 -0.366025 0.398 0.552 0.428 0.35
H -5.970211 1.503009 -2.935798 0.428 0.246 -0.124 0.28
H -2.417532 1.827143 3.622014 -0.654 -0.403 0.835 0.14
H -5.597878 3.710723 -0.881824 -0.221 0.299 0.034 0.25
H -0.315793 0.629589 -7.542436 -0.421 -0.709 0.254 0.24
H -2.660736 -2.968445 8.068029 0.269 0.084 0.172 0.24
H 5.210961 -4.428756 -0.579823 -0.227 0.127 0.441 0.32
C 0.068793 0.866466 -5.338888 -2.273 -0.563 -1.161 -0.48
H -6.703457 1.337863 0.029611 0.644 -0.060 0.183 0.24
N -2.743809 2.685626 4.042318 -1.323 -5.199 2.612 -0.33
H -2.779653 -5.344198 8.083386 -0.142 0.355 0.139 0.31
H -0.660206 0.257056 -4.804762 0.298 -0.006 0.607 0.29
C 4.585529 -5.260540 -0.903934 -0.502 1.030 0.304 -0.49
H 5.298266 -6.080426 -0.992851 -0.469 -0.678 0.007 0.30
H 8.080560 4.776049 -0.322599 -0.088 0.143 0.193 0.37
C 7.560575 4.016918 0.261721 0.770 0.754 0.858 -0.72
N -1.862722 3.489205 2.259515 2.263 -0.091 -4.815 -0.37
C -5.811521 1.917882 -1.940412 0.369 -1.612 1.116 -0.43
H 6.549277 1.656548 1.006903 0.043 -0.225 -0.317 0.27
H -1.104941 -3.233081 7.249389 -0.158 -0.206 -0.513 0.30
H 2.780826 -6.727075 -2.666172 0.069 0.255 -0.300 0.28
C 5.931906 2.467362 0.620191 -0.669 0.990 0.886 -0.37
H 1.693804 -2.618824 2.164498 -0.212 0.139 0.158 0.15
S -4.011035 -3.657072 5.350795 2.286 -0.127 -3.086 1.07
H 4.925651 2.139513 0.359332 -0.048 -0.178 0.537 0.26
H 6.821080 2.635585 -1.334523 0.429 0.028 0.090 0.34
C -6.885445 1.281209 -1.043598 -0.219 0.989 -0.116 -0.39
H 0.841632 -0.973152 -0.654268 -0.102 -0.272 0.218 0.18
O 5.848932 3.481166 1.653465 -1.951 -0.956 1.673 -0.40
```
Positions in Å, forces in eV/Å.

Computed properties:
* total energy: -58719.6050 eV



# 2
Computed, not measured: one molecule with the formula C23H29N5O4S, with ωB97M-V/def2-TZVPD.

Structure (XYZ):
```
62
Properties=species:S:1:pos:R:3:forces:R:3:mulliken_charge:R:1
C 4.525191 -1.555927 5.826504 -0.013 0.196 0.054 -0.88
C -2.779890 1.236062 -1.732727 0.077 -0.338 0.056 -0.01
C 2.622014 -0.140074 5.429103 0.322 -0.117 0.228 0.71
C 0.865616 1.433561 4.658443 -0.046 0.411 -0.034 -1.41
C -2.095247 1.372075 1.321571 -0.403 -0.120 0.165 -0.79
H -0.092387 -0.482161 -0.484337 0.038 -0.042 -0.038 0.44
H -1.836573 -2.793452 -7.120126 0.099 0.121 -0.016 0.28
H 0.389058 -2.885274 -9.178773 0.075 -0.089 -0.002 0.32
H 2.805674 -2.151019 4.713961 -0.033 -0.016 -0.015 0.43
N 1.358800 0.085147 4.863408 0.086 0.286 -0.107 0.14
H 5.018407 -2.507740 5.690489 0.037 -0.113 -0.022 0.36
C -0.571506 0.387438 -0.935792 -0.084 0.253 -0.054 -0.67
O -1.314148 -0.981060 -7.976696 0.023 0.136 0.227 -0.30
O 0.601429 -2.066457 4.535547 0.020 -0.227 0.001 -0.69
C 4.503111 0.655240 6.706196 0.082 -0.120 -0.017 -0.99
H -3.139311 1.886837 -3.604667 0.057 -0.100 0.256 0.27
C -1.157035 -1.938388 -6.961260 0.164 -0.519 -0.250 0.07
H -1.065186 2.017590 3.848691 0.036 -0.082 -0.001 0.73
C 0.481820 -0.865252 4.452225 -0.508 -0.137 -0.162 0.43
C -1.483908 -1.281597 -5.672208 -0.287 0.692 -0.029 -0.02
H -2.304179 -0.794348 -1.392958 0.026 0.154 0.099 0.72
N -1.239220 -1.746951 -4.504302 0.593 -1.074 -1.198 -1.08
H -1.549043 -0.218473 4.612838 0.011 -0.044 -0.010 0.36
H -0.209492 0.474673 -1.958774 0.065 -0.043 -0.014 0.44
H -2.415622 1.285050 2.357311 0.039 0.044 -0.003 0.46
H -3.679317 0.146516 0.551832 -0.026 -0.052 0.040 0.38
O 1.440372 1.616261 2.012308 0.381 -0.054 0.064 -0.71
H 4.972006 1.451675 7.266897 0.046 0.065 0.055 0.29
C -0.742162 -0.158151 3.878728 -0.001 -0.044 0.011 -0.37
H 0.847935 -1.215037 -9.539100 0.093 0.057 -0.015 0.30
H -0.130383 -2.329554 -6.911458 -0.164 0.044 0.001 0.29
H -2.547257 2.272108 0.890916 0.020 -0.102 0.175 0.39
H -0.664565 2.522348 -0.578683 0.045 0.021 0.015 0.45
H 6.566718 -1.740524 7.648497 0.068 -0.039 0.066 0.36
C 3.251543 0.866467 6.157121 -0.194 -0.019 -0.099 -0.20
C -0.200358 1.633166 -0.137515 0.407 -0.164 -0.210 -1.24
C 5.161675 -0.555457 6.552005 -0.018 0.040 0.054 0.88
C -2.093696 0.168021 -0.918578 -0.061 -0.233 0.345 0.15
C 6.524614 -0.783119 7.132202 0.002 -0.007 -0.066 -1.39
O -3.384206 2.183278 -1.287380 -0.138 0.189 0.142 -0.64
H 0.882266 1.766702 -0.112153 -0.198 0.048 -0.061 0.43
H 0.504712 1.860547 5.602013 0.023 0.007 -0.068 0.45
H 0.089539 -2.217003 -10.783103 0.026 -0.059 -0.115 0.39
C 0.250247 1.476044 2.227222 -0.148 0.141 0.390 0.57
N -1.631480 -0.964043 -3.508779 -0.427 0.792 1.331 0.25
N -0.658864 1.495961 1.230969 -0.065 0.060 -0.323 0.08
H 7.272206 -0.799726 6.338788 0.109 -0.005 0.017 0.29
H -1.064210 -0.672343 2.975397 -0.019 -0.037 0.039 -0.06
C 3.278097 -1.359215 5.269534 -0.053 -0.152 -0.107 -0.47
H 1.660315 2.060758 4.246567 -0.122 -0.061 0.104 0.55
H -2.013334 -2.301935 -9.398184 0.020 0.125 0.004 0.34
C -2.588940 0.154452 0.531522 -0.061 0.337 -0.123 -1.26
C -0.282314 1.282295 3.653203 0.217 0.070 0.011 0.02
H 2.770734 1.820050 6.307994 -0.075 0.087 -0.015 0.39
C -1.274102 -1.493483 -9.292123 0.085 -0.091 -0.363 -0.35
C 0.104421 -1.986982 -9.721626 -0.318 0.142 0.272 -1.11
H 6.786814 0.005800 7.832883 0.067 0.019 0.060 0.34
H -1.581022 -0.651812 -9.917438 -0.024 -0.154 -0.001 0.28
H -2.229451 -0.761454 1.004155 -0.007 -0.029 0.003 0.42
N -2.691491 1.121603 -3.111904 -0.325 0.765 -0.239 -0.05
S -2.276892 0.279307 -5.662427 0.220 -0.379 0.831 -0.18
C -2.191412 0.130687 -3.901158 0.139 -0.440 -1.333 0.40
```
Positions in Å, forces in eV/Å.

Computed properties:
* ΔE to the lowest compared entry with this formula, charge and spin: 0.102 eV



Max |F|: 0.1160; 0.0334 (Eh/bohr)